1.
The following is a DFT calculation (wB97M-V/def2-TZVPD) of 2 unconnected molecules or ions with the total composition C20H14Cl3NO4S at a distorted geometry.

The calculation puts the total energy at -79042.952 eV. As for the energy above the lowest of the compared OMol25 structures with the same formula, charge and spin: 0.000 eV. The calculation puts the HOMO energy at -8.0 eV. Its HOMO-LUMO gap is 5.729 eV.

```
! wB97M-V def2-TZVPD RIJCOSX def2/J DEFGRID3
* xyz 0 1
O -5.139 -1.040 1.985
N -4.508 0.043 1.987
O -5.075 1.161 1.929
C -3.075 0.014 2.065
C -2.361 1.228 2.109
C -0.987 1.214 2.347
C -0.311 -0.002 2.558
S 1.465 0.029 3.040
C 2.608 -0.014 1.692
Cl 2.252 1.153 0.536
O 1.673 1.276 3.740
O 1.711 -1.244 3.686
C -1.019 -1.218 2.434
C -2.392 -1.214 2.185
H -2.912 2.160 1.994
H -0.424 2.146 2.375
H 2.695 -1.024 1.334
H -0.488 -2.164 2.537
H -2.964 -2.139 2.115
Cl 6.905 -0.971 -3.853
C 6.639 -0.746 -2.180
C 6.407 -1.864 -1.357
C 5.949 -1.663 -0.067
C 5.790 -0.340 0.457
C 5.137 -0.142 1.712
C 5.575 0.856 2.652
C 6.068 0.448 3.921
C 6.494 1.391 4.843
C 6.356 2.761 4.550
Cl 6.788 3.913 5.737
C 5.910 3.184 3.291
C 5.536 2.236 2.349
C 6.334 0.730 -0.301
C 6.680 0.550 -1.633
H 6.548 -2.873 -1.743
H 5.773 -2.510 0.598
H 4.558 -0.982 2.105
H 6.155 -0.624 4.118
H 6.894 1.068 5.800
H 5.847 4.245 3.074
H 5.203 2.558 1.364
H 6.500 1.696 0.167
H 6.945 1.394 -2.269
*
```

2.
The following is a DFT calculation (wB97M-V/def2-TZVPD) of a single C20H14ClF3N4O3 molecule at a distorted geometry.

The calculation puts the total energy at -53745.624 eV. Its structure (SMILES) is O=C1NC(=O)C(c2cn(CCCO)c3ncccc23)=C1c1ncc(C(F)(F)F)cc1Cl. The calculation puts the HOMO energy at -8.8 eV. Its HOMO-LUMO gap is 7.901 eV.

```
! wB97M-V def2-TZVPD RIJCOSX def2/J DEFGRID3
* xyz 0 1
O -1.411 -1.567 4.677
C -1.554 -1.735 3.478
N -2.709 -2.271 3.025
C -2.845 -1.785 1.751
O -3.960 -1.592 1.305
C -1.588 -1.119 1.281
C -1.212 -0.487 -0.006
C 0.028 -0.609 -0.574
N 0.062 0.128 -1.764
C 1.270 0.372 -2.587
C 1.401 -0.654 -3.749
C 0.249 -0.734 -4.724
O 0.003 0.584 -5.200
C -1.155 0.815 -1.893
N -1.568 1.635 -2.882
C -2.793 2.135 -2.770
C -3.672 1.838 -1.714
C -3.244 0.971 -0.735
C -1.988 0.409 -0.836
C -0.770 -1.143 2.408
C 0.566 -0.622 2.596
N 1.608 -1.427 2.342
C 2.837 -0.968 2.605
C 3.079 0.283 3.145
C 4.529 0.653 3.397
F 4.679 1.822 4.088
F 5.157 -0.339 4.054
F 5.129 0.762 2.163
C 1.996 1.126 3.412
C 0.707 0.687 3.080
Cl -0.691 1.716 3.373
H -3.539 -2.307 3.589
H 0.814 -1.234 -0.213
H 2.157 0.389 -1.988
H 1.202 1.398 -2.991
H 2.274 -0.319 -4.330
H 1.657 -1.641 -3.341
H -0.667 -1.180 -4.291
H 0.540 -1.361 -5.560
H -0.642 1.028 -4.624
H -3.151 2.738 -3.579
H -4.654 2.294 -1.628
H -3.936 0.757 0.068
H 3.697 -1.583 2.328
H 2.106 2.138 3.811
*
```

3.
The following is a DFT calculation (wB97M-V/def2-TZVPD) of 2 unconnected molecules or ions with the total composition C20H14NO6 at a distorted geometry.

The calculation puts the total energy at -34743.531 eV. The calculation puts the HOMO energy at -5.1 eV. Its HOMO-LUMO gap is 7.159 eV.

```
! wB97M-V def2-TZVPD RIJCOSX def2/J DEFGRID3
* xyz -1 1
C -3.963 1.309 -3.469
C -2.978 1.317 -2.282
O -2.571 2.321 -1.693
N -2.703 0.014 -2.043
C -3.422 -0.828 -2.862
O -3.468 -2.033 -2.912
O -4.214 -0.061 -3.756
H -4.881 1.844 -3.175
H -3.514 1.814 -4.340
C -0.409 2.070 5.804
O -1.309 1.281 4.995
C -1.140 1.173 3.655
C -0.011 1.637 2.933
C 0.124 1.274 1.600
C -0.827 0.420 0.963
C -0.570 -0.195 -0.304
C 0.673 -0.526 -0.737
C 1.024 -0.848 -2.168
O 0.314 -0.730 -3.151
C 2.428 -1.359 -2.131
C 2.892 -1.351 -0.814
C 4.142 -1.845 -0.472
C 4.949 -2.338 -1.503
C 4.495 -2.345 -2.840
C 3.221 -1.856 -3.166
C 1.846 -0.875 0.123
O 1.962 -0.881 1.343
C -2.048 0.196 1.642
C -2.167 0.466 2.985
H -0.900 2.065 6.782
H 0.581 1.593 5.872
H -0.311 3.099 5.425
H 0.762 2.216 3.439
H 0.961 1.651 1.011
H -1.436 -0.448 -0.937
H 4.436 -1.822 0.574
H 5.937 -2.723 -1.257
H 5.142 -2.742 -3.623
H 2.846 -1.852 -4.186
H -2.881 -0.237 1.090
H -3.012 0.135 3.583
*
```

4.
The following is a DFT calculation (wB97M-V/def2-TZVPD) of a molecular structure, C20H15AsF7NOSe4TeTi.

The calculation puts the total energy at -396178.120 eV. As for the energy above the lowest of the compared OMol25 structures with the same formula, charge and spin: 0.000 eV. The calculation puts the HOMO energy at -7.3 eV. Its HOMO-LUMO gap is 6.414 eV.

```
! wB97M-V def2-TZVPD RIJCOSX def2/J DEFGRID3
* xyz 0 1
Ti 0.263 0.425 1.132
F -2.873 1.954 5.400
C -2.446 2.236 4.157
C -1.613 1.346 3.514
C -1.157 1.630 2.229
C -1.596 2.814 1.600
C -2.424 3.682 2.308
F -2.831 4.847 1.754
C -2.864 3.423 3.584
C -1.106 3.059 0.234
C -1.527 4.077 -0.621
C -0.961 4.191 -1.876
C 0.024 3.298 -2.271
C 0.378 2.301 -1.388
N -0.181 2.174 -0.185
H -1.315 0.446 4.034
H -3.506 4.115 4.108
H -2.286 4.770 -0.303
H -1.286 4.980 -2.542
H 0.501 3.367 -3.238
H 1.136 1.571 -1.637
Se 1.704 2.149 2.317
Se 3.519 0.752 2.747
Te 2.379 -0.807 4.347
Se 0.464 -1.468 2.826
C 1.378 -3.182 -0.418
As 2.538 -1.655 -0.447
C 3.183 -1.417 -2.228
C 4.002 -2.032 0.712
O 1.739 -0.234 -0.043
H 1.942 -4.044 -0.067
H 0.993 -3.375 -1.418
H 0.565 -2.977 0.277
H 3.782 -2.275 -2.531
H 3.785 -0.510 -2.251
H 2.323 -1.307 -2.887
H 4.486 -2.944 0.363
H 3.607 -2.165 1.719
H 4.698 -1.197 0.701
F -1.374 -4.515 -4.026
C -1.493 -3.624 -3.043
C -0.986 -2.346 -3.191
F -0.352 -2.004 -4.319
C -1.113 -1.438 -2.156
F -0.585 -0.220 -2.361
C -1.729 -1.746 -0.953
Se -1.967 -0.496 0.476
C -2.235 -3.037 -0.841
F -2.846 -3.425 0.277
C -2.124 -3.968 -1.861
F -2.615 -5.197 -1.713
*
```

5.
The following is a DFT calculation (wB97M-V/def2-TZVPD) of a molecular structure, C20H15ClIrN2O7S at a distorted geometry.

The calculation puts the total energy at -64488.697 eV. As for the energy above the lowest of the compared OMol25 structures with the same formula, charge and spin: 1.494 eV. The calculation puts the HOMO energy at -5.5 eV. Its HOMO-LUMO gap is 7.948 eV.

```
! wB97M-V def2-TZVPD RIJCOSX def2/J DEFGRID3
* xyz -1 1
Ir -2.256 -0.276 0.739
S -4.210 -1.671 0.423
C -3.770 -1.403 -1.206
C -4.439 -1.856 -2.348
C -3.913 -1.530 -3.578
C -2.754 -0.750 -3.661
C -2.156 -0.338 -2.494
N -2.664 -0.670 -1.307
H -5.340 -2.444 -2.239
H -4.391 -1.888 -4.482
H -2.329 -0.474 -4.614
H -1.255 0.262 -2.481
O -0.375 0.780 0.314
C 0.869 -0.002 0.298
C 0.493 -1.555 0.289
O 1.415 -2.344 0.237
O -0.767 -1.755 0.235
C 1.743 0.255 1.512
C 3.056 -0.220 1.503
C 3.868 -0.064 2.612
C 3.390 0.575 3.751
C 2.090 1.045 3.768
C 1.272 0.881 2.654
C 1.563 0.278 -1.029
C 2.400 1.385 -1.147
C 2.895 1.771 -2.385
C 2.563 1.049 -3.523
C 1.755 -0.074 -3.409
C 1.256 -0.456 -2.171
H -0.367 1.361 1.092
H 3.418 -0.745 0.629
H 4.879 -0.456 2.594
H 4.021 0.685 4.625
H 1.681 1.522 4.650
H 0.252 1.226 2.747
H 2.659 1.950 -0.260
H 3.537 2.641 -2.461
H 2.925 1.364 -4.495
H 1.507 -0.658 -4.288
H 0.627 -1.335 -2.093
N -3.573 2.537 0.285
C -3.056 1.519 0.476
O -0.732 -0.620 4.923
Cl -1.719 -0.008 4.091
O -3.048 -0.373 4.477
O -1.559 1.423 4.049
O -1.460 -0.544 2.699
*
```

6.
The following is a DFT calculation (wB97M-V/def2-TZVPD) of a single C20H15ClN2OS molecule.

The calculation puts the total energy at -49370.655 eV. Its structure (SMILES) is O=C(NCc1csc2ccc(Cl)cc12)Nc1cccc2ccccc12. The calculation puts the HOMO energy at -8.2 eV. Its HOMO-LUMO gap is 8.517 eV.

```
! wB97M-V def2-TZVPD RIJCOSX def2/J DEFGRID3
* xyz 0 1
O -0.417 0.087 4.110
C -0.182 0.414 2.966
N -0.436 -0.366 1.886
C -0.850 -1.746 1.996
C -1.900 -2.045 0.972
C -3.192 -2.339 1.243
S -4.168 -2.594 -0.162
C -2.803 -2.281 -1.192
C -2.786 -2.286 -2.579
C -1.602 -2.007 -3.228
C -0.449 -1.738 -2.489
Cl 1.020 -1.394 -3.331
C -0.449 -1.737 -1.111
C -1.644 -2.005 -0.440
N 0.362 1.653 2.676
C 0.626 2.186 1.404
C 0.047 3.375 1.028
C 0.262 3.908 -0.249
C 1.046 3.246 -1.152
C 1.700 2.050 -0.791
C 2.554 1.375 -1.688
C 3.231 0.252 -1.306
C 3.099 -0.237 0.002
C 2.265 0.381 0.892
C 1.520 1.521 0.515
H -0.237 -0.014 0.964
H 0.010 -2.415 1.846
H -1.233 -1.889 3.009
H -3.648 -2.428 2.210
H -3.684 -2.502 -3.136
H -1.557 -1.999 -4.305
H 0.464 -1.543 -0.569
H 0.248 2.318 3.428
H -0.596 3.896 1.723
H -0.216 4.838 -0.516
H 1.192 3.638 -2.147
H 2.669 1.773 -2.686
H 3.882 -0.257 -2.001
H 3.668 -1.104 0.305
H 2.184 0.014 1.904
*
```

7.
The following is a DFT calculation (wB97M-V/def2-TZVPD) of a molecular structure, C20H15CoN4O3S at a distorted geometry.

The calculation puts the total energy at -81547.507 eV. As for the energy above the lowest of the compared OMol25 structures with the same formula, charge and spin: 0.000 eV. The calculation puts the HOMO energy (alpha / beta) at -8.1 / -8.3 eV. Its HOMO-LUMO gap (alpha / beta) is 7.753 / 5.409 eV. As for the expectation value of S²: 6.0871.

```
! wB97M-V def2-TZVPD RIJCOSX def2/J DEFGRID3
* xyz 0 5
Co 0.433 0.273 0.043
O 0.694 -0.453 -4.268
C -0.685 -0.511 -4.387
C -1.001 -0.542 -5.759
C -2.373 -0.544 -6.098
C -3.343 -0.506 -5.147
C -2.964 -0.405 -3.785
C -1.659 -0.418 -3.397
C -1.257 -0.285 -2.054
O 0.024 -0.185 -1.812
N -2.265 -0.261 -1.081
N -1.614 -0.088 0.152
C -2.435 -0.054 1.190
C -1.887 0.016 2.516
C -2.761 0.203 3.549
C -2.306 0.198 4.900
C -0.980 0.006 5.225
C -0.077 -0.168 4.238
C -0.472 -0.229 2.854
O 0.405 -0.570 1.992
H 0.956 -0.312 -3.362
H -0.253 -0.616 -6.530
H -2.699 -0.515 -7.167
H -4.378 -0.424 -5.450
H -3.740 -0.339 -3.069
H -3.485 -0.189 0.911
H -3.802 0.409 3.346
H -3.065 0.459 5.649
H -0.596 0.053 6.213
H 0.989 -0.262 4.403
C 4.936 -0.124 1.551
C 4.109 -1.190 1.541
C 2.928 -1.168 0.807
N 2.577 -0.076 0.059
C 3.333 1.034 0.150
C 4.507 0.982 0.837
H 5.899 -0.085 1.997
H 4.335 -2.110 2.064
H 2.302 -2.021 0.616
H 2.958 1.886 -0.414
H 5.060 1.915 0.915
S 0.332 2.509 0.795
C 1.356 2.432 2.142
N 1.963 2.275 3.123
*
```

8.
The following is a DFT calculation (wB97M-V/def2-TZVPD) of a molecular structure, C20H15F6MnN2O4PS2Se4 at a distorted geometry.

The calculation puts the total energy at -372117.596 eV. The calculation puts the HOMO energy (alpha / beta) at -1.5 / -1.5 eV. Its HOMO-LUMO gap (alpha / beta) is 5.517 / 5.479 eV. As for the expectation value of S²: 1.0038.

```
! wB97M-V def2-TZVPD RIJCOSX def2/J DEFGRID3
* xyz -2 2
Mn 2.512 -1.558 -1.012
Se 4.631 -0.763 -0.903
Se 6.275 -1.514 0.472
Se 3.627 -4.933 1.560
Se 3.362 -3.208 0.136
F 1.237 3.203 -2.693
C 0.943 1.963 -3.166
F -0.384 1.995 -3.433
F 1.535 1.858 -4.373
S 1.735 0.633 -1.872
O 2.031 0.500 -0.329
O 3.016 1.210 -2.311
N 1.861 -0.863 -2.736
S 0.769 -2.034 -2.419
O 0.516 -2.253 -0.968
O 1.150 -3.238 -3.113
C -0.813 -1.745 -3.449
F -1.525 -2.886 -3.353
F -1.647 -0.750 -3.234
F -0.369 -1.632 -4.709
N 0.023 0.401 -1.442
P -0.241 0.345 0.141
C 0.267 -0.856 1.452
C 1.602 -1.081 1.794
C 1.959 -2.114 2.649
C 0.991 -2.935 3.202
C -0.346 -2.658 2.962
C -0.703 -1.629 2.102
C -2.071 0.155 0.104
C -2.930 1.237 0.266
C -4.293 1.107 0.020
C -4.816 -0.108 -0.389
C -3.969 -1.198 -0.548
C -2.612 -1.065 -0.311
C 0.031 1.965 0.954
C 0.395 2.095 2.292
C 0.561 3.355 2.854
C 0.367 4.493 2.086
C 0.012 4.370 0.749
C -0.157 3.113 0.188
H 2.386 -0.459 1.391
H 3.008 -2.307 2.834
H 1.287 -3.789 3.798
H -1.125 -3.261 3.413
H -1.752 -1.433 1.944
H -2.540 2.193 0.588
H -4.942 1.966 0.144
H -5.876 -0.205 -0.595
H -4.360 -2.154 -0.876
H -1.957 -1.916 -0.460
H 0.558 1.211 2.893
H 0.846 3.441 3.896
H 0.495 5.474 2.527
H -0.127 5.252 0.136
H -0.430 3.011 -0.854
*
```

9.
The following is a DFT calculation (wB97M-V/def2-TZVPD) of 2 unconnected molecules or ions with the total composition C20H15FN2 at a distorted geometry.

The calculation puts the total energy at -26677.950 eV. As for the energy above the lowest of the compared OMol25 structures with the same formula, charge and spin: 0.000 eV. The calculation puts the HOMO energy at -7.2 eV. Its HOMO-LUMO gap is 4.874 eV.

```
! wB97M-V def2-TZVPD RIJCOSX def2/J DEFGRID3
* xyz 0 1
F -3.363 4.616 0.577
C -2.523 3.526 0.659
C -2.160 2.873 -0.519
C -1.277 1.809 -0.428
C -0.652 1.413 0.800
C 0.447 0.476 0.775
C 1.007 -0.166 1.940
C 2.251 -0.868 1.797
C 3.002 -1.256 2.904
C 2.527 -1.018 4.207
C 1.245 -0.468 4.374
C 0.452 -0.156 3.268
C -1.100 2.107 1.965
C -2.032 3.141 1.910
H -2.559 3.189 -1.482
H -1.050 1.235 -1.328
H 1.116 0.520 -0.108
H 2.601 -1.091 0.786
H 3.982 -1.711 2.772
H 3.174 -1.208 5.068
H 0.876 -0.268 5.381
H -0.605 0.073 3.417
H -0.669 1.866 2.928
H -2.350 3.649 2.811
C -0.118 -2.031 -5.076
C -0.576 -2.841 -4.022
C -0.540 -2.326 -2.718
C -0.024 -1.001 -2.478
C 0.471 -0.220 -3.506
C 0.406 -0.752 -4.807
N -0.119 -0.758 -1.123
C -0.641 -1.874 -0.572
N -0.914 -2.849 -1.492
H -0.165 -2.396 -6.112
H -0.965 -3.851 -4.153
H 0.887 0.764 -3.251
H 0.776 -0.147 -5.637
H -0.817 -2.003 0.477
*
```

10.
The following is a DFT calculation (wB97M-V/def2-TZVPD) of a molecular structure, C20H15N5O2Re.

The calculation puts the total energy at -34644.116 eV. The calculation puts the HOMO energy (alpha / beta) at -13.8 / -14.2 eV. Its HOMO-LUMO gap (alpha / beta) is 6.429 / 5.838 eV. As for the expectation value of S²: 3.7794.

```
! wB97M-V def2-TZVPD RIJCOSX def2/J DEFGRID3
* xyz 2 4
Re 0.359 0.002 -0.011
O -1.667 -2.957 -1.881
C -1.050 -1.958 -1.674
N -1.237 -1.075 -0.572
C -2.527 -0.612 -0.315
C -3.732 -1.238 -0.659
C -4.897 -0.600 -0.313
C -4.888 0.641 0.355
C -3.714 1.270 0.685
C -2.519 0.635 0.324
N -1.222 1.091 0.564
C -1.019 1.964 1.674
O -1.612 2.977 1.881
C 0.023 1.399 2.587
C 0.249 1.876 3.855
C 1.127 1.171 4.669
C 1.748 0.032 4.175
C 1.505 -0.359 2.872
N 0.647 0.314 2.090
C 0.005 -1.422 -2.590
C 0.224 -1.919 -3.851
C 1.114 -1.239 -4.674
C 1.751 -0.103 -4.196
C 1.513 0.310 -2.899
N 0.645 -0.339 -2.108
H -3.741 -2.201 -1.144
H -5.843 -1.067 -0.550
H -5.827 1.115 0.605
H -3.708 2.233 1.170
H -0.281 2.758 4.189
H 1.315 1.500 5.682
H 2.419 -0.553 4.787
H 1.984 -1.226 2.439
H -0.319 -2.797 -4.174
H 1.298 -1.585 -5.683
H 2.431 0.464 -4.816
H 2.002 1.177 -2.479
C 5.071 0.062 -0.003
C 3.614 0.045 -0.007
N 2.466 0.029 -0.009
H 5.437 -0.956 -0.141
H 5.421 0.446 0.955
H 5.434 0.697 -0.810
*
```

11.
The following is a DFT calculation (wB97M-V/def2-TZVPD) of a single C20H16BF3N2O4 molecule at a distorted geometry.

The calculation puts the total energy at -41002.196 eV. Its structure (SMILES) is Cc1ccc(NC(=O)c2ccc(Oc3ccc(C(F)(F)F)cc3)nc2)c(B(O)O)c1. As for the energy above the lowest of the compared OMol25 structures with the same formula, charge and spin: 0.000 eV. The calculation puts the HOMO energy at -8.5 eV. Its HOMO-LUMO gap is 8.398 eV.

```
! wB97M-V def2-TZVPD RIJCOSX def2/J DEFGRID3
* xyz 0 1
C -4.342 1.347 -6.374
C -3.655 1.011 -5.100
C -4.396 0.740 -3.948
C -3.747 0.382 -2.800
C -2.364 0.426 -2.687
N -1.689 0.210 -1.462
C -2.332 0.012 -0.233
O -3.555 0.069 -0.093
C -1.537 -0.306 0.975
C -2.171 -0.656 2.165
C -1.383 -0.939 3.263
C 0.011 -0.909 3.145
O 0.720 -1.261 4.257
C 2.079 -1.005 4.269
C 2.711 -0.154 3.369
C 4.066 -0.042 3.393
C 4.828 -0.729 4.302
C 6.329 -0.663 4.253
F 6.754 -0.600 2.980
F 6.857 -1.778 4.806
F 6.762 0.455 4.877
C 4.222 -1.533 5.246
C 2.858 -1.685 5.204
N 0.609 -0.533 1.983
C -0.149 -0.239 0.947
C -1.631 0.694 -3.872
B -0.055 0.886 -3.843
O 0.726 0.762 -4.993
O 0.650 1.229 -2.662
C -2.285 1.007 -5.032
H -4.754 2.353 -6.255
H -3.691 1.349 -7.239
H -5.176 0.673 -6.559
H -5.470 0.808 -4.011
H -4.316 0.213 -1.899
H -0.749 -0.157 -1.576
H -3.233 -0.814 2.166
H -1.804 -1.294 4.191
H 2.117 0.498 2.774
H 4.582 0.579 2.661
H 4.835 -2.064 5.963
H 2.344 -2.300 5.910
H 0.346 0.085 0.055
H 1.591 1.179 -4.806
H 0.163 1.437 -1.831
H -1.676 1.262 -5.878
*
```